Record 1
C3H11NO4 | the ωB97M-V functional and the def2-TZVPD basis

```
19
C3H11NO4 | the Open Molecules 2025 dataset | the ωB97M-V functional and the def2-TZVPD basis
C 0.939 1.084 1.392
N 0.943 0.557 0.060
C 0.107 1.186 -0.963
C -1.365 0.588 -0.898
O -1.895 0.192 -1.888
O -1.838 0.604 0.358
H 0.035 1.642 1.640
H 1.770 1.662 1.834
H 1.055 0.250 2.098
H 1.811 0.455 -0.438
H 0.476 1.012 -1.969
H -0.041 2.257 -0.716
H -2.598 0.027 0.433
O 0.232 -1.927 -2.839
H 1.075 -2.346 -3.010
H 0.527 -1.642 -1.957
O -0.622 -2.153 2.465
H 0.304 -2.172 2.205
H -0.913 -1.278 2.191
```

Values from the calculation:
E   -12968.67525 eV
Charge   0
SMILES string   CNCC(=O)O.O.O
HOMO energy   -9.151 eV
ΔE to the lowest compared entry with this formula, charge and spin   230.1 kJ/mol


Record 2
C3H11NO4 | the ωB97M-V functional and the def2-TZVPD basis

```
19
C3H11NO4 | the Open Molecules 2025 dataset | the ωB97M-V functional and the def2-TZVPD basis
H 0.571 -0.801 1.542
O 0.222 0.037 2.392
O 1.340 -1.308 0.678
H 0.706 -0.253 3.203
H 0.900 0.774 1.919
C 0.950 -1.555 -0.602
O 1.598 -2.251 -1.303
C -0.429 -0.967 -1.123
H -0.497 -1.066 -2.207
N -0.625 0.423 -0.436
H -1.007 0.189 0.499
H -1.200 -1.639 -0.676
C -1.639 1.205 -1.201
H -2.473 0.678 -1.743
H -2.020 2.030 -0.653
H -1.003 1.546 -2.056
O 1.723 1.313 0.783
H 0.851 1.206 0.274
H 2.033 0.441 0.712
```

Values from the calculation:
E   -12968.36871 eV
Charge   0
HOMO energy   -9.594 eV
ΔE to the lowest compared entry with this formula, charge and spin   259.6 kJ/mol


Record 3
C3H11NO4 | the ωB97M-V functional and the def2-TZVPD basis

```
19
C3H11NO4 | the Open Molecules 2025 dataset | the ωB97M-V functional and the def2-TZVPD basis
C -1.223 1.485 -0.106
C -0.220 1.034 0.910
C 0.639 0.071 0.113
O 1.151 -0.900 0.851
O 1.494 0.735 -0.685
N -2.068 0.421 -0.317
H -1.733 2.419 0.200
H -0.593 1.728 -0.990
H 0.463 1.753 1.362
H -0.739 0.552 1.726
H -0.076 -0.524 -0.618
H -2.713 0.491 -1.102
H -2.053 -1.259 -0.041
H -2.015 -2.715 -0.566
H 3.896 -1.039 0.108
O -1.776 -2.168 0.187
H 2.361 0.107 -0.745
H 1.997 -1.185 0.281
O 3.209 -1.007 -0.569
```

Values from the calculation:
E   -12963.06508 eV
Charge   0
HOMO energy   -9.507 eV
ΔE to the lowest compared entry with this formula, charge and spin   771.4 kJ/mol


The lowest E belongs to which entry? number 1


What is the E in the first record? -12968.67525 eV